{
  "formula": "C7H8N2O",
  "method": "the ωB97M-V functional and the def2-TZVPD basis",
  "de_lowest_kcal_mol": 175.78,
  "e_tot_ha": -456.0141,
  "spin_multiplicity": 1,
  "homo_lumo_gap_ev": [8.3, 7.0],
  "max_force_ev_per_a": 2.75,
  "species": ["C", "C", "C", "C", "C", "C", "C", "N", "N", "O", "H", "H", "H", "H", "H", "H", "H", "H"],
  "coordinates": [[0.759651, -1.957259, -0.702284], [-0.884676, 1.030158, 0.485836], [1.944825, -1.322332, 1.565164], [2.574184, -0.106453, -0.228839], [1.676187, -1.282185, 0.077326], [1.631507, -0.019516, 0.919283], [-2.404890, 0.223507, -1.116603], [0.001530, -2.530791, -1.355212], [-1.150023, 1.872094, 1.311157], [-1.095858, 0.266234, -0.495094], [1.195102, -1.777241, 2.202909], [2.965298, -1.522137, 1.885972], [3.640104, -0.222040, -0.042524], [2.353354, 0.477455, -1.115270], [-2.368336, 0.810300, -2.034991], [-3.168530, 0.611875, -0.443261], [-2.591708, -0.823781, -1.349279], [-1.960165, 2.468245, 1.427386]],
  "atomic_forces_ev_per_a": [[-1.00, -0.52, -0.67], [2.20, 0.15, 1.65], [-0.15, -0.19, 0.05], [-0.04, -0.04, -0.25], [1.62, 0.87, 1.15], [-1.95, 0.40, -0.68], [-0.54, -0.08, -0.34], [-0.05, -0.02, -0.03], [-0.15, -0.35, -0.52], [-0.01, -0.21, -0.38], [-0.08, 0.06, -0.07], [0.09, 0.00, -0.04], [0.06, -0.06, 0.07], [-0.11, -0.01, 0.02], [0.04, -0.03, 0.14], [0.09, -0.02, 0.03], [0.10, 0.11, 0.06], [-0.13, -0.07, -0.16]],
  "nbo_charge": [0.31, 0.79, -0.40, -0.40, -0.28, -0.05, -0.26, -0.39, -0.70, -0.48, 0.22, 0.19, 0.19, 0.22, 0.20, 0.19, 0.23, 0.40]
}